[1]
C16H20FN5 | wB97M-V/def2-TZVPD

## Properties
- Multiplicity: 2
- Molar mass: 301.37 g mol⁻¹
- ⟨S²⟩: 0.77
- Charge: +1
- HOMO energy (spin up / spin down): -13.29 / -13.29 eV

Last column: natural (NBO) charge in e.
Element x y z (Å)
F -3.704 15.331 -12.371  -0.23
C -3.891 14.783 -13.623  0.60
C -5.061 14.979 -14.318  -0.26
C -5.341 14.307 -15.525  -0.12
C -4.330 13.507 -16.146  0.05
C -3.131 13.454 -15.420  -0.19
C -2.865 14.068 -14.213  -0.21
H -5.898 15.432 -13.808  0.28
H -6.368 14.383 -15.852  0.27
H -4.406 13.010 -17.101  0.26
H -2.362 12.786 -15.779  0.26
H -1.993 14.004 -13.579  0.29
C -0.945 16.440 -15.386  -0.73
C -1.740 17.694 -15.383  0.30
N -2.332 18.684 -15.456  -0.35
H -0.833 16.164 -14.338  0.26
H 0.044 16.468 -15.843  0.28
H -1.523 15.674 -15.903  0.23
C -1.592 18.658 -11.671  -0.74
C -1.029 17.298 -11.728  0.34
N -0.603 16.208 -11.808  -0.41
H -2.632 18.675 -11.346  0.27
H -1.672 19.124 -12.653  0.26
H -0.985 19.273 -11.006  0.28
C -2.772 21.871 -14.653  -0.72
C -2.800 23.198 -14.108  0.27
N -2.799 24.252 -13.687  -0.31
H -2.608 21.043 -13.963  0.24
H -1.782 21.904 -15.108  0.26
H -3.540 21.713 -15.410  0.26
C 0.332 13.055 -12.975  -0.73
C 1.485 12.171 -12.997  0.26
N 2.430 11.485 -12.973  -0.28
H -0.365 12.713 -13.740  0.22
H 0.674 14.080 -13.117  0.27
H -0.039 13.035 -11.950  0.27
C -5.575 18.367 -17.476  -0.74
C -6.819 19.015 -17.128  0.26
N -7.834 19.488 -16.872  -0.29
H -5.602 17.285 -17.351  0.23
H -4.730 18.865 -17.001  0.27
H -5.279 18.402 -18.525  0.27

***

[2]
CH5BrN2O5P2Pd | wB97M-V/def2-TZVPD

## Properties
- Molar mass: 373.33 g mol⁻¹
- Charge: +2
- HOMO energy: -15.64 eV

Last column: natural (NBO) charge in e.
Element x y z (Å)
N 2.855 -1.450 0.891  -1.05
P 1.679 -0.659 0.105  2.23
O 2.430 0.107 -1.223  -0.90
O 1.065 0.514 1.178  -0.95
O 0.542 -1.854 -0.365  -0.65
C -0.747 -1.319 -0.665  0.82
O -1.249 -1.587 -1.788  -0.42
N -1.589 -0.510 0.255  -0.96
P -1.860 1.123 -0.337  1.46
O -0.501 1.781 -1.083  -0.86
Br -2.103 2.388 1.567  0.09
H 2.898 -1.040 1.845  0.40
H 2.859 0.941 -0.885  0.55
H 0.403 0.100 1.791  0.52
H -2.492 -1.026 0.348  0.47
H 0.004 1.111 -1.617  0.55
Pd -4.193 1.380 -0.016  0.70

***

[3]
C4H2ClF | wB97M-V/def2-TZVPD

## Properties
- Molar mass: 104.51 g mol⁻¹
- SMILES: C#C/C(Cl)=C/F
- Energy above the lowest of the compared OMol25 structures with the same formula, charge and spin: 0.309 eV
- HOMO energy: -9.51 eV

Last column: natural (NBO) charge in e.
Element x y z (Å)
C 0.027 0.877 1.181  0.28
C 0.489 0.107 0.219  -0.19
C -0.235 -0.588 -0.813  -0.05
C -0.929 -1.148 -1.656  -0.18
H -1.085 1.072 1.310  0.18
H -1.225 -1.592 -2.613  0.25
F 0.732 1.554 2.056  -0.29
Cl 2.225 -0.282 0.315  0.00